Computed, not measured: an isolated ion of composition C5H6N and charge +1 in a non-equilibrium geometry, with ωB97M-V with the def2-TZVPD basis set.

```
! RIJCOSX wB97M-V def2-TZVPD def2/J DEFGRID3
* xyz 1 1
C 1.127 0.622 1.517
C 0.344 0.459 0.315
C -0.492 -0.641 -0.093
C -0.897 -0.704 -1.515
N -0.471 0.406 -2.156
C 0.092 1.229 -0.723
H 2.176 0.737 1.305
H 0.772 -0.181 2.150
H 1.056 1.704 2.064
H -1.062 -1.051 0.801
H -0.686 -1.603 -2.084
H -1.958 -0.977 -1.581
*
```

Summary:
SMILES string = CC1=CC[N+]#C1
E_HOMO (alpha / beta) = -15.875 / -15.683 eV
HOMO-LUMO gap (alpha / beta) = 0.313 / 0.303 hartree
lowest unoccupied orbital energy (alpha / beta) = -7.360 / -7.446 eV

Löwdin analysis output, partial charges in e: -0.0112, -0.3176, 0.1427, -0.2915, 0.2156, 0.3566, 0.1024, 0.0932, 0.1742, 0.1822, 0.1744, 0.1789

***

Computed, not measured: C2Na9O6 as an isolated structure in a non-equilibrium geometry, with ωB97M-V with the def2-TZVPD basis set.

```
! RIJCOSX wB97M-V def2-TZVPD def2/J DEFGRID3
* xyz 6 2
Na 2.863 -1.793 0.833
Na 2.050 1.632 1.666
Na -2.049 -3.548 1.739
Na -1.438 0.860 -2.589
Na -1.213 1.832 0.781
Na -0.787 -2.245 -2.338
Na -3.097 -0.975 -0.463
Na 0.501 -4.452 0.064
Na 0.014 -0.749 3.568
C 0.821 3.299 -1.051
O 0.055 2.454 -1.418
O 1.687 3.032 -0.208
O 0.975 4.322 -1.760
C -0.049 -0.913 0.297
O -0.774 -0.282 -0.536
O 0.000 -2.143 0.226
O 0.442 -0.332 1.187
*
```

Summary:
expectation value of S² = 0.76
E_HOMO (alpha / beta) = -25.005 / -25.170 eV
HOMO-LUMO gap (alpha / beta) = 0.117 / 0.123 hartree
lowest unoccupied orbital energy (alpha / beta) = -21.823 / -21.818 eV

Löwdin analysis output, partial charges in e: 0.9144, 0.7904, 0.9332, 0.7962, 0.7720, 0.8664, 0.8841, 0.8855, 0.9115, -0.9572, -0.0007, 0.0213, 0.3844, -1.0428, -0.1084, -0.0749, 0.0247

***

Computed, not measured: C49H40FeN17O3S4 as an isolated structure in a non-equilibrium geometry, with ωB97M-V with the def2-TZVPD basis set.

```
! RIJCOSX wB97M-V def2-TZVPD def2/J DEFGRID3
* xyz 0 6
Fe 0.459 1.470 1.602
N 6.228 1.165 -2.502
C 5.227 1.622 -1.653
C 4.476 2.751 -1.966
C 3.520 3.246 -1.095
C 3.260 2.625 0.133
C 4.016 1.475 0.435
C 4.981 1.001 -0.431
S 2.578 2.729 2.867
O 4.021 2.784 3.028
O 2.095 1.297 2.815
N 2.287 3.092 1.044
C 1.317 4.125 0.687
N 1.851 5.287 0.107
C 1.131 6.285 -0.287
C -0.282 6.410 -0.389
C -1.144 5.358 -0.452
N -0.873 4.047 -0.597
H 6.230 1.501 -3.448
H 6.577 0.234 -2.364
H 4.654 3.257 -2.909
H 2.974 4.136 -1.358
H 3.837 0.949 1.356
H 5.564 0.129 -0.149
H 1.721 7.146 -0.600
H -0.692 7.410 -0.458
H -2.211 5.568 -0.497
N -1.475 1.255 1.152
S -2.202 0.294 0.322
N -1.485 -0.686 -0.806
S -0.941 -2.137 -0.760
N 0.299 -2.515 0.148
S 1.446 -1.351 0.346
N 0.900 -0.082 0.834
C 2.238 -1.189 -1.241
C 2.238 0.068 -1.821
C 2.776 0.216 -3.089
C 3.307 -0.879 -3.756
C 3.287 -2.137 -3.164
C 2.753 -2.301 -1.899
C 2.582 -2.113 1.483
C 3.845 -2.535 1.091
C 4.721 -2.999 2.059
C 4.329 -3.030 3.391
C 3.067 -2.586 3.764
C 2.182 -2.111 2.811
C -0.575 -2.483 -2.445
C -0.048 -3.746 -2.715
C 0.137 -4.135 -4.025
C -0.210 -3.276 -5.062
C -0.752 -2.029 -4.780
C -0.946 -1.626 -3.472
C -2.115 -3.398 -0.403
C -1.751 -4.494 0.373
C -2.653 -5.527 0.537
C -3.900 -5.473 -0.071
C -4.243 -4.382 -0.862
C -3.349 -3.347 -1.042
C -3.291 -0.718 1.330
C -2.696 -1.423 2.362
C -3.492 -2.113 3.259
C -4.871 -2.103 3.111
C -5.457 -1.396 2.071
C -4.669 -0.691 1.175
C -3.344 1.163 -0.756
C -3.810 0.627 -1.945
C -4.721 1.349 -2.701
C -5.150 2.594 -2.262
C -4.654 3.132 -1.082
C -3.743 2.417 -0.322
H 1.791 0.899 -1.286
H 2.774 1.192 -3.556
H 3.722 -0.759 -4.748
H 3.669 -2.996 -3.701
H 2.707 -3.278 -1.436
H 4.149 -2.483 0.055
H 5.713 -3.322 1.774
H 5.020 -3.385 4.144
H 2.774 -2.589 4.805
H 1.214 -1.709 3.095
H 0.189 -4.401 -1.885
H 0.546 -5.112 -4.244
H -0.066 -3.583 -6.089
H -1.029 -1.370 -5.593
H -1.356 -0.655 -3.221
H -0.776 -4.495 0.841
H -2.388 -6.380 1.148
H -4.604 -6.282 0.065
H -5.210 -4.346 -1.344
H -3.591 -2.497 -1.667
H -1.620 -1.401 2.478
H -3.027 -2.636 4.085
H -5.496 -2.637 3.816
H -6.535 -1.382 1.964
H -5.126 -0.122 0.376
H -3.452 -0.339 -2.276
H -5.098 0.944 -3.631
H -5.867 3.152 -2.849
H -4.978 4.110 -0.754
H -3.320 2.804 0.595
N -1.384 2.914 4.334
C -1.164 1.539 4.415
N -1.623 0.778 5.397
N -1.144 -0.439 5.122
N -0.438 -0.401 4.037
N -0.429 0.843 3.550
C -0.718 3.690 3.455
N -0.661 5.036 3.491
N 0.122 5.403 2.507
N 0.508 4.331 1.903
N 0.002 3.213 2.446
H -1.830 3.363 5.116
O 0.461 2.192 -0.510
C 0.204 3.396 -0.281
*
```

Summary:
expectation value of S² = 8.76
E_HOMO (alpha / beta) = -6.655 / -6.685 eV
HOMO-LUMO gap (alpha / beta) = 0.213 / 0.214 hartree
lowest unoccupied orbital energy (alpha / beta) = -0.865 / -0.864 eV

Results of the Löwdin charge analysis, in e, for atoms 1 through 99: 0.8272, 0.0973, -0.3585, -0.0541, -0.0123, -0.2529, -0.0399, -0.0357, 0.8462, -0.4239, -0.5378, -0.1277, -0.3787, 0.1236, -0.1551, -0.0982, -0.1669, 0.1352, 0.0797, 0.0795, 0.1098, 0.0945, 0.0856, 0.1103, 0.1079, 0.0883, 0.0980, -0.2858, 0.8286, -0.3414, 0.8996, -0.3334, 0.8462, -0.3238, -0.3018, -0.0437, -0.0503, -0.0596, -0.0713, -0.1074, -0.2876, -0.0661, -0.0670, -0.0625, -0.0453, -0.0542, -0.3096, -0.0707, -0.0597, -0.0558, -0.0526, -0.0420, -0.3158, -0.0554, -0.0527, -0.0516, -0.0516, -0.0505, -0.2902, -0.0846, -0.0542, -0.0664, -0.0708, -0.0613, -0.3113, -0.0814, -0.0705, -0.0704, -0.0575, -0.0645, 0.0822, 0.1141, 0.1067, 0.1080, 0.1148, 0.0924, 0.1075, 0.1078, 0.1161, 0.0788, 0.1181, 0.1129, 0.1099, 0.1132, 0.1058, 0.1097, 0.1136, 0.1112, 0.1139, 0.1085, 0.0793, 0.1100, 0.1064, 0.1062, 0.1061, 0.0771, 0.1053, 0.1061, 0.1092

***

Computed, not measured: CH3N5O3 in the gas phase in a non-equilibrium geometry, with ωB97M-V with the def2-TZVPD basis set.

```
! RIJCOSX wB97M-V def2-TZVPD def2/J DEFGRID3
* xyz 0 3
C 0.581 1.852 -0.076
N 1.133 2.869 -0.078
N -0.303 0.288 -1.479
N -0.110 0.716 -0.227
N -0.333 -0.187 0.793
N 0.564 -1.209 1.004
O 1.767 -0.988 0.802
O 0.137 -2.224 1.480
O -1.615 -0.505 0.853
H -0.835 0.913 -1.998
H 0.550 0.016 -1.957
H -1.536 -1.541 0.882
*
```

Summary:
expectation value of S² = 2.01
E_HOMO (alpha / beta) = -7.224 / -10.113 eV
HOMO-LUMO gap (alpha / beta) = 0.281 / 0.216 hartree
lowest unoccupied orbital energy (alpha / beta) = 0.417 / -4.231 eV

Löwdin analysis output, partial charges in e: -0.2294, 0.1757, 0.1264, -0.1616, -0.0595, -0.4849, 0.1115, 0.0032, 0.1353, 0.0870, 0.1208, 0.1755

***

Computed, not measured: C38H37GeN3O4STc as an isolated structure, with ωB97M-V with the def2-TZVPD basis set.

```
! RIJCOSX wB97M-V def2-TZVPD def2/J DEFGRID3
* xyz 3 1
Tc 0.213 -0.132 0.404
O 1.981 -0.345 -0.228
C 3.215 -0.617 0.149
C 3.456 -1.003 1.574
C 4.726 -1.816 1.838
C 6.011 -0.994 1.815
C 6.106 -0.042 0.624
C 5.577 -0.633 -0.674
N 4.103 -0.525 -0.781
H 2.580 -1.589 1.868
H 3.427 -0.084 2.174
H 4.770 -2.634 1.114
H 4.617 -2.295 2.811
H 6.854 -1.687 1.801
H 6.105 -0.420 2.739
H 7.145 0.248 0.465
H 5.567 0.892 0.817
H 5.851 -1.682 -0.803
H 5.952 -0.089 -1.538
H 3.742 -0.234 -1.690
C -8.364 -0.374 0.686
C -6.907 -0.373 0.376
C -6.403 -1.087 -0.716
C -5.060 -1.069 -1.022
C -4.203 -0.323 -0.195
C -4.677 0.402 0.910
C -6.021 0.373 1.176
S -2.555 -0.387 -0.552
O -2.190 -1.038 -1.753
O -1.976 1.222 -0.700
O -1.708 -0.739 0.648
H -8.887 -1.176 0.170
H -8.802 0.577 0.369
H -8.535 -0.464 1.758
H -7.078 -1.664 -1.334
H -4.673 -1.614 -1.871
H -4.003 0.979 1.531
H -6.413 0.931 2.016
N 0.024 -2.427 6.206
C -0.029 -1.523 5.500
C -0.094 -0.396 4.619
C -0.263 0.907 5.090
C -0.324 1.942 4.173
C -0.202 1.667 2.824
N -0.030 0.410 2.376
C -0.001 -0.604 3.252
H -0.353 1.092 6.152
H -0.459 2.965 4.495
H -0.214 2.454 2.082
H 0.085 -1.612 2.859
C -0.691 1.275 -0.481
Ge 0.375 2.926 -1.311
C 1.649 1.953 -2.415
C 1.176 1.042 -3.360
C 2.054 0.365 -4.192
C 3.419 0.620 -4.109
C 3.898 1.549 -3.192
C 3.018 2.198 -2.333
C 1.158 3.676 0.301
C 2.188 3.002 0.961
C 2.749 3.514 2.119
C 2.286 4.722 2.632
C 1.266 5.403 1.986
C 0.700 4.882 0.827
C -0.882 4.050 -2.257
C -2.147 3.707 -2.730
C -2.873 4.613 -3.489
C -2.345 5.863 -3.783
C -1.082 6.209 -3.326
C -0.353 5.309 -2.564
H 0.108 0.876 -3.479
H 1.677 -0.333 -4.927
H 4.103 0.122 -4.784
H 4.952 1.794 -3.171
H 3.405 2.931 -1.633
H 2.590 2.084 0.544
H 3.561 2.996 2.613
H 2.732 5.139 3.525
H 0.913 6.348 2.377
H -0.102 5.423 0.338
H -2.582 2.737 -2.530
H -3.853 4.340 -3.857
H -2.917 6.567 -4.374
H -0.662 7.178 -3.560
H 0.639 5.598 -2.228
*
```

Summary:
E_HOMO (alpha / beta) = -16.052 / -16.052 eV
HOMO-LUMO gap (alpha / beta) = 0.190 / 0.190 hartree
lowest unoccupied orbital energy (alpha / beta) = -10.875 / -10.874 eV

Löwdin analysis output, partial charges in e: 1.4932, -0.2097, -0.3377, -0.0860, -0.1635, -0.1736, -0.1570, -0.0944, 0.1821, 0.1150, 0.1418, 0.1276, 0.1305, 0.1298, 0.1248, 0.1319, 0.1173, 0.1458, 0.1287, 0.1325, -0.0065, -0.1974, 0.0208, -0.0012, -0.3188, -0.0242, 0.0105, 0.8324, -0.1801, -0.1832, -0.4073, 0.0966, 0.1142, 0.1032, 0.1396, 0.1324, 0.1255, 0.1383, 0.2349, -0.1465, -0.1652, 0.0639, 0.0202, -0.0685, -0.0922, -0.0569, 0.1513, 0.1362, 0.1016, 0.1377, -0.3153, 1.0854, -0.2976, -0.0986, -0.0449, -0.0543, -0.0915, -0.1115, -0.3136, -0.1554, -0.0680, -0.0454, -0.0406, -0.0838, -0.2834, -0.0994, -0.0542, -0.0393, -0.0468, -0.1135, 0.1101, 0.1225, 0.1242, 0.1202, 0.1091, 0.0709, 0.1112, 0.1228, 0.1240, 0.1097, 0.0863, 0.1172, 0.1231, 0.1218, 0.1082

***

How do the records compare in energy relative to the best compared isomer or geometry (same formula, charge and spin)? In the order shown, they have 195.8 0.0 87.8 34.3 0.0 kcal per mole.